Entry i
C2H11N2O | ωB97M-V/def2-TZVPD

Computed properties:
HOMO-LUMO gap	11.45	eV
LUMO	-0.120	hartree
total charge	+1
molecular weight	79.12	Da
2S+1	1

Each line ends with the Löwdin charge.
Geometry (Å):
C -1.02 -0.38 1.72  -0.033
N -0.49 1.01 1.69  0.099
H -1.79 -0.56 2.49  0.107
H -1.45 -0.60 0.74  0.076
H -0.16 -1.00 1.93  0.096
H -0.12 1.35 2.58  0.159
H -1.21 1.75 1.44  0.189
H 0.24 1.03 0.90  0.106
N 1.32 0.41 -0.48  0.008
C 0.66 -0.26 -1.69  -0.271
O -0.55 -0.89 -1.37  -0.053
H 2.29 0.09 -0.48  0.088
H 1.46 1.39 -0.77  0.083
H 0.41 0.53 -2.40  0.117
H 1.37 -0.95 -2.14  0.125
H -0.43 -1.81 -1.61  0.103

---

Entry ii
C2H11N2O | ωB97M-V/def2-TZVPD

Computed properties:
HOMO-LUMO gap	10.81	eV
LUMO	-0.117	hartree
total charge	+1
molecular weight	79.12	Da
2S+1	1

Each line ends with the Löwdin charge.
Geometry (Å):
C -1.55 0.30 -0.08  -0.217
N -0.50 0.42 -1.07  -0.018
C -0.86 0.21 1.32  -0.107
N 0.44 -0.53 1.15  0.161
H -2.16 -0.60 -0.21  0.120
H -2.15 1.20 -0.07  0.122
H -0.45 -0.36 -1.72  0.090
H -0.60 1.23 -1.67  0.097
H -1.41 -0.28 2.12  0.126
H -0.58 1.20 1.65  0.124
H 0.78 -0.45 0.17  0.092
H 1.22 -0.12 1.67  0.170
H 0.37 -1.52 1.39  0.167
H 2.68 0.53 -1.50  0.071
H 2.51 -0.93 -1.93  0.061
O 2.28 -0.31 -1.23  -0.059

---

Entry iii
C2H11N2O | ωB97M-V/def2-TZVPD

Computed properties:
HOMO-LUMO gap	11.26	eV
LUMO	-0.114	hartree
total charge	+1
molecular weight	79.12	Da
2S+1	1

Each line ends with the Löwdin charge.
Geometry (Å):
C 1.12 0.91 1.61  -0.029
N 0.87 1.09 0.16  0.094
H 1.38 1.93 2.04  0.139
H 0.19 0.49 1.99  0.096
H 1.76 0.13 1.81  0.069
H 1.82 0.98 -0.34  0.209
H 0.27 1.84 0.12  0.109
H 0.25 0.29 -0.24  0.084
N 0.14 -1.18 -1.18  -0.011
C -1.26 -1.08 -0.65  -0.230
O -1.80 0.25 -0.35  -0.072
H 0.63 -2.06 -1.18  0.097
H 0.30 -0.81 -2.11  0.096
H -1.91 -1.60 -1.35  0.122
H -1.06 -1.56 0.32  0.126
H -2.70 0.39 -0.65  0.103

---

Entry iv
C2H11N2O | ωB97M-V/def2-TZVPD

Computed properties:
HOMO-LUMO gap	11.06	eV
LUMO	-0.115	hartree
total charge	+1
molecular weight	79.12	Da
2S+1	1

Each line ends with the Löwdin charge.
Geometry (Å):
C -1.56 -1.19 -0.59  0.008
N -1.01 0.06 -1.22  0.115
H -2.52 -0.93 -0.14  0.104
H -1.65 -1.95 -1.36  0.102
H -0.87 -1.48 0.19  0.086
H -1.15 0.08 -2.22  0.160
H 0.02 0.15 -1.03  0.091
H -1.43 0.94 -0.92  0.158
N 1.64 0.14 -0.09  0.008
C 1.21 0.37 1.27  -0.309
O 0.09 1.24 1.17  -0.049
H 1.78 0.98 -0.63  0.097
H 2.56 -0.29 -0.08  0.101
H 0.88 -0.56 1.74  0.116
H 2.00 0.75 1.93  0.130
H 0.00 1.69 1.99  0.081

---

Which structure is most stable? entry ii, by 0.0108 hartree over the runner-up.

---

Entry i
C2H11N2O | ωB97M-V/def2-TZVPD

Computed properties:
HOMO-LUMO gap	9.49	eV
LUMO	-0.127	hartree
total charge	+1
molecular weight	79.12	Da
2S+1	1

Each line ends with the Löwdin charge.
Geometry (Å):
C -0.65 1.67 -1.06  -0.011
N 0.63 1.09 -1.57  0.133
H -1.16 1.01 -0.38  0.088
H -1.31 1.89 -1.88  0.098
H -0.43 2.60 -0.53  0.110
H 1.40 1.76 -1.45  0.176
H 0.88 0.23 -1.03  0.108
H 0.63 0.89 -2.56  0.167
N -0.75 -1.94 1.33  0.025
C 0.26 -1.04 1.71  -0.275
O 0.96 -0.65 0.47  -0.131
H -1.25 -1.83 0.47  0.078
H -1.23 -2.54 1.98  0.091
H 1.01 -1.53 2.34  0.130
H -0.08 -0.07 2.08  0.114
H 1.08 -1.54 0.09  0.100

---

Entry ii
C2H11N2O | ωB97M-V/def2-TZVPD

Computed properties:
HOMO-LUMO gap	4.73	eV
LUMO	-0.358	hartree
total charge	+1
molecular weight	79.12	Da
2S+1	1

Each line ends with the Löwdin charge.
Geometry (Å):
N -0.12 -0.31 -1.14  0.243
C 0.14 -1.53 -0.43  -0.201
C -0.99 -1.68 0.67  -0.017
N -0.68 2.35 0.42  0.195
H -0.72 2.97 -0.38  0.064
H 0.06 -0.29 -2.15  0.156
H 0.59 0.36 -0.72  0.024
H 1.07 -1.44 0.18  0.154
H 0.11 -2.43 -1.04  0.132
H -1.94 -1.90 0.19  0.089
H -1.12 -0.85 1.37  0.086
H 0.18 1.83 0.53  -0.020
H -0.72 -2.59 1.21  0.092
H 2.41 1.18 0.45  0.057
H -1.16 2.74 1.22  0.070
O 1.59 0.67 0.38  -0.125

---

Which structure is most stable? entry i, by 0.2396 hartree over the runner-up.

---

Entry i
C6H13N | ωB97M-V/def2-TZVPD

Computed properties:
HOMO-LUMO gap	9.24	eV
LUMO	0.039	hartree
molecular weight	99.18	Da
SMILES string	CCC(=CN)CC
2S+1	1

Each line ends with the Löwdin charge.
Geometry (Å):
C 1.18 0.40 1.62  -0.093
C -0.08 0.83 0.83  -0.205
C -0.18 0.18 -0.54  -0.292
C 0.63 0.57 -1.53  -0.171
N 1.54 1.65 -1.51  0.035
C -1.30 -0.81 -0.70  -0.228
C -1.34 -2.04 0.20  -0.094
H 1.98 1.13 1.68  0.065
H 0.93 0.04 2.61  0.060
H 1.57 -0.49 1.13  0.070
H -0.94 0.56 1.43  0.100
H -0.06 1.92 0.68  0.104
H 0.65 0.02 -2.47  0.107
H 1.31 2.48 -2.03  0.074
H 1.80 1.87 -0.56  0.050
H -2.16 -0.16 -0.47  0.112
H -1.49 -1.05 -1.74  0.105
H -1.98 -1.91 1.07  0.067
H -0.35 -2.28 0.59  0.072
H -1.73 -2.91 -0.31  0.062

---

Entry ii
C6H13N | ωB97M-V/def2-TZVPD

Computed properties:
HOMO-LUMO gap	8.79	eV
LUMO	0.039	hartree
molecular weight	99.18	Da
SMILES string	CCC(=CN)CC
2S+1	1

Each line ends with the Löwdin charge.
Geometry (Å):
C -0.02 -1.79 1.29  -0.104
C -1.02 -0.84 0.65  -0.225
C -0.42 0.33 -0.06  -0.278
C -0.72 0.68 -1.33  -0.183
N -1.27 -0.18 -2.30  0.038
C 0.63 1.16 0.66  -0.222
C 1.95 1.21 -0.11  -0.107
H 0.80 -2.09 0.63  0.076
H -0.44 -2.77 1.55  0.068
H 0.40 -1.33 2.19  0.064
H -1.66 -0.44 1.45  0.116
H -1.82 -1.33 0.08  0.096
H -0.79 1.74 -1.56  0.118
H -2.18 0.13 -2.61  0.077
H -1.37 -1.11 -1.91  0.064
H 0.78 0.77 1.67  0.092
H 0.31 2.21 0.73  0.107
H 2.24 0.22 -0.46  0.071
H 1.81 1.80 -1.01  0.065
H 2.78 1.64 0.46  0.066

---

Which structure is most stable? entry i, by 0.0065 hartree over the runner-up.

---

Entry i
C6H13N | ωB97M-V/def2-TZVPD

Computed properties:
HOMO-LUMO gap	5.80	eV
LUMO	-0.021	hartree
molecular weight	99.18	Da
2S+1	1

Each line ends with the Löwdin charge.
Geometry (Å):
C 0.40 1.87 1.90  -0.191
C -0.01 0.59 1.41  -0.201
C -0.52 0.52 -0.25  -0.165
C 0.73 -1.46 -0.93  -0.103
C -0.59 -0.73 -0.89  -0.264
C -1.68 -1.80 -1.38  -0.055
N 1.78 2.20 1.42  -0.008
H -0.09 2.79 1.57  0.084
H 1.43 -0.92 -0.30  0.049
H 0.83 -0.09 1.40  0.080
H -0.83 0.20 1.98  0.094
H 0.32 1.08 -0.71  0.110
H -1.34 1.23 -0.17  0.102
H 1.16 -1.58 -1.93  0.085
H 0.77 -2.47 -0.52  0.082
H -1.64 -1.90 -2.46  0.071
H -2.63 -1.42 -0.99  0.062
H -1.65 -2.73 -0.79  0.071
H 1.61 3.10 0.96  0.054
H 1.95 1.52 0.68  0.041

---

Entry ii
C6H13N | ωB97M-V/def2-TZVPD

Computed properties:
HOMO-LUMO gap	10.09	eV
LUMO	0.039	hartree
molecular weight	99.18	Da
SMILES string	C=C(C)CCCN
2S+1	1

Each line ends with the Löwdin charge.
Geometry (Å):
C -1.12 -2.02 0.06  0.041
C -0.73 -1.00 0.82  -0.386
C 0.03 -1.20 2.11  -0.062
C -1.05 0.43 0.48  -0.194
C 0.19 1.20 0.01  -0.207
C 0.76 0.65 -1.30  -0.284
N 1.48 1.63 -2.12  -0.014
H -1.75 -1.87 -0.81  0.059
H -0.83 -3.04 0.27  0.063
H 1.01 -0.73 2.13  0.075
H 0.13 -2.27 2.32  0.075
H -0.54 -0.78 2.94  0.080
H -1.77 0.47 -0.34  0.108
H -1.53 0.96 1.31  0.114
H 0.92 1.22 0.83  0.103
H -0.12 2.24 -0.14  0.104
H 1.43 -0.17 -1.05  0.110
H -0.05 0.25 -1.91  0.105
H 2.47 1.67 -1.92  0.056
H 1.09 2.56 -1.98  0.054

---

Entry iii
C6H13N | ωB97M-V/def2-TZVPD

Computed properties:
HOMO-LUMO gap	8.99	eV
LUMO	0.042	hartree
molecular weight	99.18	Da
SMILES string	CCN1CCCC1
2S+1	1

Each line ends with the Löwdin charge.
Geometry (Å):
C -0.10 1.68 1.96  -0.097
C -0.63 1.47 0.54  -0.256
N -0.42 0.13 0.03  -0.190
C -0.75 -0.13 -1.35  -0.196
C 0.25 -1.19 -1.78  -0.173
C 0.62 -1.87 -0.45  -0.181
C 0.68 -0.68 0.48  -0.224
H -0.43 2.67 2.25  0.069
H 0.96 1.52 2.09  0.065
H -0.61 0.99 2.64  0.073
H -1.69 1.69 0.54  0.112
H -0.13 2.20 -0.12  0.113
H -0.63 0.76 -1.99  0.109
H -1.79 -0.45 -1.44  0.113
H 1.15 -0.69 -2.13  0.106
H -0.08 -1.86 -2.58  0.108
H 1.54 -2.46 -0.42  0.106
H -0.19 -2.54 -0.17  0.109
H 1.69 -0.24 0.38  0.121
H 0.56 -0.99 1.52  0.114

---

Which structure is most stable? entry iii, by 0.0065 hartree over the runner-up.

---

Entry i
C6H13N | ωB97M-V/def2-TZVPD

Computed properties:
HOMO-LUMO gap	9.78	eV
LUMO	0.039	hartree
molecular weight	99.18	Da
SMILES string	[H]/N=C/C.C=CCC
2S+1	1

Each line ends with the Löwdin charge.
Geometry (Å):
H -1.98 0.05 -1.87  0.045
N -1.14 -0.51 -1.99  0.087
C -0.77 -1.14 -0.95  -0.371
C 0.17 -2.30 -0.92  -0.087
H -1.26 -0.91 0.10  0.098
H 0.74 -2.29 0.01  0.070
H 0.86 -2.23 -1.77  0.079
H -0.38 -3.23 -0.99  0.081
C -0.57 0.08 2.36  -0.027
C -0.56 0.43 1.06  -0.205
C 0.94 0.75 0.22  -0.206
C 0.86 2.11 -0.44  -0.136
H 0.17 -0.58 2.79  0.056
H -1.34 0.46 3.01  0.051
H -1.30 1.12 0.69  0.089
H 1.36 0.03 -0.48  0.073
H 1.66 0.76 1.04  0.088
H 0.11 2.11 -1.24  0.067
H 0.62 2.90 0.28  0.074
H 1.82 2.38 -0.90  0.074

---

Entry ii
C6H13N | ωB97M-V/def2-TZVPD

Computed properties:
HOMO-LUMO gap (alpha / beta)	8.27 / 8.27	eV
LUMO (alpha / beta)	0.033 / 0.033	hartree
molecular weight	99.18	Da
2S+1	1

Each line ends with the Löwdin charge.
Geometry (Å):
C 1.29 -1.99 -1.01  -0.051
C 0.76 -0.96 -0.03  -0.241
N 0.80 0.44 -0.45  -0.097
C 1.32 1.53 0.25  -0.073
C -0.40 -0.11 -0.30  -0.286
C -0.97 1.07 1.68  -0.095
C -1.70 -0.16 -1.01  -0.028
H 2.38 -2.06 -0.99  0.073
H 0.88 -2.98 -0.78  0.075
H 0.98 -1.72 -2.03  0.078
H 0.98 -1.15 1.03  0.144
H 1.06 2.49 -0.19  0.071
H 0.27 1.31 1.25  0.045
H 2.38 1.43 0.48  0.066
H -1.56 0.16 1.80  0.018
H -0.76 1.43 2.69  0.023
H -1.60 1.83 1.19  0.027
H -1.55 -0.44 -2.06  0.085
H -2.23 0.79 -0.97  0.077
H -2.32 -0.93 -0.55  0.087

---

Which structure is most stable? entry i, by 0.0798 hartree over the runner-up.

---

Entry i
C6H13N | ωB97M-V/def2-TZVPD

Computed properties:
HOMO-LUMO gap	10.40	eV
LUMO	0.046	hartree
molecular weight	99.18	Da
SMILES string	CCCN1C[C@H]1C
2S+1	1

Each line ends with the Löwdin charge.
Geometry (Å):
C -1.56 -2.64 0.45  -0.125
C -1.11 -1.22 0.77  -0.254
C -0.04 -0.78 -0.22  -0.251
N 0.37 0.58 0.05  -0.103
C -0.35 1.53 -0.76  -0.114
C 1.11 1.29 -0.98  -0.335
C 2.25 2.13 -0.47  -0.060
H -0.74 -3.35 0.59  0.072
H -1.88 -2.70 -0.60  0.071
H -2.40 -2.96 1.07  0.068
H -1.96 -0.53 0.69  0.109
H -0.75 -1.15 1.80  0.112
H -0.49 -0.83 -1.25  0.117
H 0.84 -1.43 -0.17  0.127
H -0.76 2.41 -0.27  0.106
H -1.00 1.03 -1.49  0.104
H 1.32 0.75 -1.91  0.136
H 2.50 2.96 -1.14  0.070
H 2.03 2.52 0.53  0.077
H 3.15 1.50 -0.38  0.074

---

Entry ii
C6H13N | ωB97M-V/def2-TZVPD

Computed properties:
HOMO-LUMO gap	7.93	eV
LUMO	0.011	hartree
molecular weight	99.18	Da
2S+1	1

Each line ends with the Löwdin charge.
Geometry (Å):
C -2.08 -0.74 -1.70  -0.107
C -1.19 0.53 -1.56  -0.268
C -1.24 1.10 -0.14  -0.242
C -0.48 0.28 0.87  -0.162
N 3.19 -0.36 1.57  -0.011
C 1.79 -0.50 1.67  -0.238
C 0.87 0.22 0.88  -0.255
H -2.96 -0.65 -1.06  0.068
H -2.35 -1.02 -2.72  0.062
H -1.43 -1.55 -1.36  0.063
H -0.17 0.25 -1.83  0.096
H -1.50 1.26 -2.31  0.098
H -2.22 1.35 0.26  0.104
H -0.75 2.08 -0.26  0.107
H 1.37 -1.55 0.45  0.230
H -0.98 -0.11 1.75  0.101
H 3.62 -0.80 0.77  0.062
H 3.73 0.36 2.01  0.071
H 1.49 -1.11 2.52  0.100
H 1.30 0.96 0.19  0.123

---

Entry iii
C6H13N | ωB97M-V/def2-TZVPD

Computed properties:
HOMO-LUMO gap	9.36	eV
LUMO	0.043	hartree
molecular weight	99.18	Da
SMILES string	C[C@H]1CCCN1C
2S+1	1

Each line ends with the Löwdin charge.
Geometry (Å):
C 0.97 -1.77 0.65  -0.045
C 0.49 -0.70 -0.33  -0.391
C -0.96 -0.86 -0.80  -0.166
C -1.80 -0.02 0.15  -0.149
C -0.85 1.18 0.31  -0.224
N 0.49 0.64 0.29  -0.196
C 1.52 1.51 -0.28  -0.083
H 0.30 -1.63 1.49  0.079
H 1.97 -1.50 0.98  0.071
H 1.04 -2.76 0.19  0.076
H 1.12 -0.72 -1.22  0.128
H -1.17 -1.93 -0.68  0.107
H -1.13 -0.74 -1.87  0.110
H -2.82 0.16 -0.17  0.106
H -1.75 -0.52 1.12  0.107
H -0.97 1.92 1.09  0.112
H -1.06 1.87 -0.54  0.111
H 1.23 1.87 -1.27  0.086
H 2.44 0.94 -0.18  0.081
H 1.67 2.37 0.37  0.078

---

Entry iv
C6H13N | ωB97M-V/def2-TZVPD

Computed properties:
HOMO-LUMO gap	7.24	eV
LUMO	0.032	hartree
molecular weight	99.18	Da
SMILES string	CC/C(C)=C(/C)N
2S+1	1

Each line ends with the Löwdin charge.
Geometry (Å):
C -2.56 -0.94 -0.56  -0.130
C -1.00 -0.79 -0.90  -0.225
C -0.21 0.32 -0.10  -0.339
C -0.40 1.69 -0.72  -0.118
C 0.93 -0.01 0.58  -0.350
C 2.31 0.21 -0.08  -0.031
N 1.04 -0.50 1.89  0.099
H -2.77 -1.88 -0.04  0.045
H -2.86 -0.11 0.27  0.100
H -3.18 -0.76 -1.47  0.052
H -0.95 -0.57 -2.07  0.129
H -0.50 -1.73 -0.78  0.071
H -1.43 2.05 -0.56  0.069
H -0.09 1.78 -1.85  0.102
H 0.16 2.44 -0.14  0.064
H 2.66 1.27 -0.16  0.088
H 2.08 0.01 -1.08  0.045
H 2.99 -0.62 0.40  0.111
H 0.27 -0.51 2.58  0.107
H 1.96 -0.78 2.31  0.110

---

Which structure is most stable? entry iii, by 0.0145 hartree over the runner-up.